1.
3 unconnected molecules or ions with the total composition C33H73BN2O10PS at a distorted geometry, computed with wB97M-V/def2-TZVPD.

Molar mass, g/mol: 731.8
F_max, eV Å⁻¹: 7.748
Charge: -1
Electronic energy, eV: -79654.90426
2S+1: 1

Last column: Mulliken charge in e.
Element x y z (Å)
C (7.288, -1.703, -2.416)  -1.062
C (5.759, -1.766, -1.842)  -0.106
O (5.664, -0.717, -0.852)  -0.322
B (4.324, -0.574, -0.314)  0.640
O (3.439, -1.660, -0.764)  -0.649
P (3.708, 0.908, 0.799)  0.340
C (2.354, -0.141, 1.654)  -0.717
C (1.393, 0.836, 2.541)  0.251
C (0.028, 0.029, 2.872)  0.265
C (-0.528, 0.249, 4.357)  -0.870
C (-1.799, 1.211, 4.481)  -0.870
C (-2.946, 0.982, 3.390)  -0.698
C (-3.317, -0.545, 3.094)  0.051
C (-3.611, -0.634, 1.496)  -0.776
O (-4.237, -1.905, 1.131)  -0.178
C (-3.299, -2.609, 0.303)  0.709
C (-2.466, -3.821, 0.936)  -0.875
O (-3.196, -2.275, -0.896)  -0.556
C (5.106, 2.077, 0.250)  -1.036
C (5.148, 2.827, -1.111)  -0.425
C (5.756, 2.030, -2.396)  0.086
O (5.868, 2.970, -3.496)  -0.435
C (5.064, 2.479, -4.592)  -0.458
C (4.852, 0.459, 2.296)  -0.723
C (5.548, -0.955, 2.279)  0.237
O (6.780, -0.993, 1.998)  -0.623
O (4.959, -2.225, 2.608)  -0.172
C (4.695, -2.353, 3.993)  0.700
C (3.496, -3.367, 4.372)  -0.813
O (5.328, -1.764, 4.889)  -0.544
S (2.268, 1.590, -0.694)  1.224
C (1.754, 3.394, -0.457)  -0.994
O (0.884, 0.916, -0.597)  -0.650
O (2.652, 1.269, -2.141)  -0.720
H (7.256, -1.790, -3.554)  0.282
H (7.847, -2.644, -2.049)  0.301
H (7.842, -0.779, -2.039)  0.225
H (5.094, -1.583, -2.755)  0.161
H (5.653, -2.825, -1.415)  0.241
H (3.002, -1.336, -1.581)  0.323
H (3.225, 2.024, 1.631)  0.362
H (2.788, -0.841, 2.470)  -0.424
H (1.764, -0.859, 1.002)  0.428
H (1.078, 1.764, 1.960)  -0.118
H (1.917, 1.157, 3.509)  0.268
H (0.280, -1.095, 2.768)  0.165
H (-0.700, 0.276, 2.034)  -0.229
H (-0.782, -0.773, 4.809)  0.357
H (0.311, 0.685, 5.006)  0.361
H (-1.457, 2.311, 4.418)  0.300
H (-2.290, 1.076, 5.514)  0.338
H (-2.599, 1.457, 2.404)  0.336
H (-3.902, 1.555, 3.689)  0.404
H (-2.486, -1.296, 3.290)  -0.030
H (-4.293, -0.852, 3.599)  0.404
H (-2.602, -0.546, 0.942)  0.330
H (-4.255, 0.244, 1.134)  0.275
H (-1.534, -4.023, 0.320)  0.320
H (-2.192, -3.506, 1.998)  0.223
H (-3.189, -4.718, 0.973)  0.226
H (5.208, 2.885, 1.080)  0.317
H (6.116, 1.513, 0.345)  0.290
H (5.951, 3.661, -0.981)  0.380
H (4.262, 3.403, -1.518)  -0.228
H (5.188, 1.081, -2.645)  0.060
H (6.839, 1.772, -2.083)  0.165
H (5.190, 3.189, -5.482)  0.256
H (3.956, 2.397, -4.333)  0.156
H (5.470, 1.453, -4.925)  0.224
H (5.700, 1.223, 2.471)  0.401
H (4.265, 0.533, 3.292)  0.276
H (2.511, -2.802, 4.439)  0.090
H (3.416, -4.096, 3.480)  0.272
H (3.743, -4.005, 5.278)  0.328
H (0.727, 3.489, 0.016)  0.318
H (2.560, 3.997, 0.086)  0.300
H (1.693, 3.808, -1.528)  0.318
C (-6.013, -3.896, 2.362)  -1.356
C (-6.821, -4.744, 1.388)  -0.401
N (-6.791, -6.171, 1.692)  0.164
C (-7.300, -7.005, 0.606)  -0.671
C (-8.771, -6.853, 0.225)  -0.968
C (-7.229, -6.554, 3.028)  -0.700
C (-8.632, -6.143, 3.468)  -0.996
H (-4.985, -4.258, 2.442)  0.208
H (-5.978, -2.864, 2.013)  0.350
H (-6.458, -3.886, 3.361)  0.440
H (-6.385, -4.588, 0.395)  0.456
H (-7.847, -4.357, 1.344)  0.210
H (-7.102, -8.058, 0.836)  0.356
H (-6.698, -6.798, -0.286)  0.382
H (-9.430, -7.311, 0.965)  0.215
H (-8.959, -7.363, -0.724)  0.400
H (-9.062, -5.809, 0.095)  0.274
H (-6.515, -6.140, 3.752)  0.362
H (-7.124, -7.638, 3.150)  0.371
H (-8.857, -5.101, 3.231)  0.257
H (-8.725, -6.255, 4.553)  0.373
H (-9.398, -6.776, 3.019)  0.276
C (-1.082, 3.577, -4.210)  -1.326
C (-0.871, 5.058, -3.920)  -0.458
N (0.460, 5.538, -4.274)  0.272
C (0.765, 6.856, -3.725)  -0.707
C (-0.073, 8.038, -4.210)  -1.037
C (0.873, 5.328, -5.656)  -0.712
C (-0.004, 5.911, -6.763)  -1.050
H (-0.306, 2.968, -3.738)  0.254
H (-2.048, 3.254, -3.813)  0.435
H (-1.085, 3.367, -5.283)  0.297
H (-1.017, 5.194, -2.842)  0.448
H (-1.661, 5.635, -4.418)  0.271
H (1.824, 7.081, -3.894)  0.430
H (0.665, 6.796, -2.635)  0.330
H (0.194, 8.333, -5.225)  0.208
H (0.111, 8.905, -3.569)  0.427
H (-1.145, 7.830, -4.176)  0.263
H (0.955, 4.248, -5.826)  0.357
H (1.898, 5.691, -5.789)  0.407
H (-1.066, 5.713, -6.603)  0.246
H (0.269, 5.461, -7.722)  0.391
H (0.139, 6.987, -6.867)  0.265

2.
11 unconnected molecules or ions with the total composition C33H73F12N12O25S12 at a distorted geometry, computed with wB97M-V/def2-TZVPD.

Molar mass, g/mol: 1650.8
F_max, eV Å⁻¹: 8.422
Charge: -1
Electronic energy, eV: -267102.62030
Energy relative to the best compared isomer or geometry (same formula, charge and spin), kJ/mol: 76.9
2S+1: 1

Last column: Mulliken charge in e.
Element x y z (Å)
C (-2.316, 1.931, -5.150)  -1.332
C (-2.197, 1.151, -3.823)  1.240
N (-1.855, -0.243, -4.058)  0.825
C (-2.566, -1.374, -3.726)  -0.289
C (-2.060, -2.469, -4.297)  -0.706
N (-0.965, -2.013, -5.027)  0.293
C (-0.883, -0.672, -4.899)  -0.338
C (-0.065, -2.826, -5.841)  -0.751
H (-2.540, 2.953, -4.836)  0.187
H (-3.200, 1.640, -5.713)  0.348
H (-1.354, 1.864, -5.651)  0.498
H (-3.143, 1.233, -3.291)  -0.437
H (-1.377, 1.500, -3.193)  -0.467
H (-3.326, -1.335, -2.961)  0.226
H (-2.200, -3.520, -4.091)  0.485
H (-0.127, -0.061, -5.395)  0.403
H (0.211, -2.303, -6.752)  0.349
H (-0.642, -3.704, -6.130)  0.485
H (0.801, -3.195, -5.301)  0.039
C (0.030, -1.863, -1.538)  1.293
C (-0.861, -1.130, -0.602)  -0.362
O (-2.024, -0.982, -0.717)  -0.643
N (-0.175, -0.550, 0.606)  3.377
H (0.225, -1.374, 1.110)  -0.053
H (0.627, 0.001, 0.261)  -0.924
C (-0.966, 0.395, 1.465)  0.585
H (-0.433, -2.522, -2.266)  0.095
H (0.780, -2.431, -0.984)  -0.370
H (0.667, -1.131, -2.053)  -0.165
H (-1.638, -0.161, 2.110)  0.767
H (-1.512, 1.133, 0.884)  -1.001
H (-0.223, 0.970, 2.018)  -0.150
C (-1.681, -4.290, 7.445)  -1.525
C (-1.603, -2.831, 7.006)  -0.223
C (-0.211, -2.206, 6.949)  -0.683
N (-0.229, -0.790, 6.460)  0.791
C (-1.005, -0.648, 5.184)  -1.405
C (-0.719, 0.206, 7.523)  -0.559
C (0.233, 1.430, 7.440)  -0.689
C (1.223, 1.154, 6.327)  -0.333
C (1.213, -0.349, 6.298)  -0.369
H (-1.184, -4.995, 6.775)  0.338
H (-2.717, -4.618, 7.342)  0.416
H (-1.349, -4.486, 8.465)  0.366
H (-2.278, -2.290, 7.674)  0.340
H (-2.089, -2.801, 6.030)  0.250
H (0.454, -2.747, 6.277)  0.409
H (0.170, -2.230, 7.971)  0.502
H (-0.740, -1.458, 4.510)  0.229
H (-0.775, 0.322, 4.751)  0.180
H (-2.078, -0.681, 5.363)  0.656
H (-1.701, 0.588, 7.245)  0.154
H (-0.686, -0.244, 8.509)  0.552
H (-0.238, 2.404, 7.307)  0.359
H (0.682, 1.549, 8.430)  0.324
H (0.864, 1.511, 5.363)  -0.021
H (2.218, 1.518, 6.571)  0.515
H (1.592, -0.762, 5.362)  -0.154
H (1.786, -0.845, 7.082)  0.568
C (3.873, -4.544, -3.006)  -1.915
C (3.725, -3.148, -2.420)  2.555
C (4.348, -2.997, -1.065)  -0.574
N (4.900, -1.623, -0.716)  0.710
C (3.778, -0.601, -0.712)  -1.158
C (5.859, -1.204, -1.823)  -0.468
C (6.936, -0.322, -1.179)  -0.830
C (7.031, -0.928, 0.225)  -0.805
C (5.678, -1.522, 0.599)  -0.235
H (3.385, -5.308, -2.402)  0.412
H (4.928, -4.772, -3.177)  0.495
H (3.367, -4.602, -3.969)  0.260
H (2.642, -3.031, -2.359)  -1.191
H (4.066, -2.424, -3.155)  -0.464
H (5.112, -3.752, -0.882)  0.631
H (3.551, -3.076, -0.325)  -0.015
H (3.315, -0.575, -1.697)  -0.254
H (4.246, 0.337, -0.435)  0.859
H (3.022, -0.882, 0.017)  0.035
H (5.429, -0.648, -2.655)  0.023
H (6.226, -2.154, -2.215)  0.707
H (6.448, 0.650, -1.253)  0.335
H (7.835, -0.453, -1.773)  0.485
H (7.236, -0.204, 1.015)  0.407
H (7.831, -1.666, 0.228)  0.298
H (5.117, -0.951, 1.330)  0.170
H (5.800, -2.574, 0.851)  0.411
C (-3.062, 7.152, -3.578)  -1.699
C (-3.046, 5.925, -2.672)  0.649
C (-2.002, 6.043, -1.588)  -1.104
N (-1.866, 4.870, -0.628)  0.795
C (-1.601, 3.535, -1.306)  -1.340
C (-2.981, 4.670, 0.410)  -0.286
C (-2.326, 4.488, 1.822)  0.166
C (-0.830, 4.415, 1.548)  0.872
C (-0.665, 5.219, 0.256)  -1.373
H (-2.131, 7.304, -4.135)  0.360
H (-3.152, 8.058, -2.974)  0.373
H (-3.813, 7.112, -4.364)  0.442
H (-2.876, 5.081, -3.342)  -0.326
H (-4.043, 5.820, -2.245)  0.371
H (-2.184, 6.867, -0.892)  0.656
H (-1.022, 6.346, -1.965)  0.468
H (-2.458, 3.463, -1.967)  0.333
H (-1.407, 2.791, -0.543)  0.135
H (-0.643, 3.597, -1.825)  0.365
H (-3.557, 3.825, 0.034)  0.050
H (-3.662, 5.520, 0.413)  0.494
H (-2.662, 3.644, 2.421)  -0.655
H (-2.490, 5.419, 2.366)  0.434
H (-0.469, 3.394, 1.428)  -1.127
H (-0.305, 4.879, 2.381)  0.829
H (0.263, 4.948, -0.242)  0.738
H (-0.761, 6.246, 0.604)  0.553
N (2.476, -0.768, -6.723)  -0.300
S (2.296, 0.742, -6.826)  0.843
O (3.432, 1.603, -6.629)  -0.586
O (0.978, 1.148, -6.371)  -0.590
F (2.094, 0.856, -8.407)  -0.326
S (3.009, -0.847, -5.156)  0.730
O (1.996, -0.608, -4.169)  0.251
O (4.374, -0.481, -4.858)  -0.575
F (3.016, -2.451, -5.163)  -0.342
N (1.839, 1.386, 0.209)  -0.588
S (2.594, 2.244, 1.469)  0.849
O (1.692, 2.535, 2.547)  -0.415
O (3.604, 3.190, 1.093)  -0.632
F (3.337, 0.940, 2.021)  -0.187
S (2.049, 2.364, -0.967)  0.556
O (3.321, 2.277, -1.635)  -0.559
O (1.349, 3.629, -0.930)  -0.535
F (1.198, 1.591, -2.130)  -0.185
N (-1.256, -6.451, -4.062)  -0.456
S (0.372, -6.132, -3.731)  1.033
O (1.149, -7.325, -3.555)  -0.588
O (0.708, -4.950, -3.002)  -0.242
F (0.718, -5.725, -5.264)  -0.345
S (-1.835, -6.409, -2.632)  1.004
O (-2.206, -5.111, -2.125)  -0.524
O (-1.271, -7.316, -1.653)  -0.602
F (-3.265, -7.046, -3.005)  -0.342
N (1.045, -2.829, 1.559)  -0.625
S (0.880, -4.464, 1.624)  0.937
O (-0.154, -4.975, 2.491)  -0.616
O (2.103, -5.183, 1.363)  -0.625
F (0.197, -4.561, 0.190)  -0.029
S (1.793, -2.736, 2.898)  0.524
O (3.167, -3.104, 2.939)  -0.669
O (0.925, -2.888, 4.039)  -0.595
F (1.864, -1.097, 2.963)  -0.134
N (-3.009, 1.544, 3.960)  -0.093
S (-3.294, 2.646, 5.195)  1.133
O (-3.606, 2.004, 6.441)  -0.627
O (-3.988, 3.861, 4.945)  -0.601
F (-1.739, 3.021, 5.346)  -0.262
S (-4.446, 1.091, 3.696)  1.028
O (-5.370, 2.032, 3.133)  -0.634
O (-4.921, 0.133, 4.678)  -0.710
F (-4.229, 0.169, 2.400)  -0.215
N (-5.242, 0.865, -2.425)  -0.283
S (-5.124, 0.930, -0.923)  0.929
O (-6.313, 0.914, -0.123)  -0.645
O (-3.916, 1.552, -0.408)  -0.155
F (-4.724, -0.644, -0.763)  -0.394
S (-5.788, 2.415, -2.707)  0.823
O (-4.961, 3.485, -2.208)  -0.467
O (-7.202, 2.562, -2.644)  -0.615
F (-5.493, 2.393, -4.290)  -0.279